(1)
C5H15N2OPS | the ωB97M-V functional and the def2-TZVPD basis

* highest occupied orbital energy (spin up / spin down): -3.6 / -9.0 eV
* relative energy (zero: lowest compared OMol25 entry of this formula, charge and spin): 1.417 eV
* LUMO (spin up / spin down): 1.067 / -2.841 eV
* <S²>: 2.004
* spin multiplicity: 3
* orbital gap (spin up / spin down): 4.66 / 6.18 eV

Atoms and positions in Å:
C 3.1643 -0.1248 0.5348
C -1.8091 -1.9141 -0.9329
C -2.8576 0.2959 -0.0181
C 2.2554 -0.9447 -0.4936
C -1.7370 -0.6582 0.1117
N 0.7642 2.4882 0.8999
N -0.1502 1.3501 1.0187
O 0.9744 -0.9590 0.0482
P -0.1439 0.2419 -0.2078
S 0.1344 1.1484 -1.9972
H 3.2292 0.9076 0.1950
H 2.7239 -0.0259 1.4574
H 4.1411 -0.4684 0.4418
H -1.7948 -1.4030 -1.8346
H -0.9655 -2.4942 -0.7144
H -2.7082 -2.3357 -0.6477
H -2.6374 1.1447 -0.7899
H -3.0195 0.7844 1.0383
H -3.7939 -0.1295 -0.2889
H 2.5662 -2.0819 -0.6919
H 2.3749 -0.4719 -1.4845
H -1.7371 -1.2127 1.0572
H 0.7172 2.6105 -0.0731
H 0.4114 3.2485 1.4545
H -0.1025 1.0038 1.9169

***

(2)
C4H10NO2S | the ωB97M-V functional and the def2-TZVPD basis

* highest occupied orbital energy: -3.2 eV
* relative energy (zero: lowest compared OMol25 entry of this formula, charge and spin): 1.576 eV
* LUMO: 3.547 eV
* charge: -1
* orbital gap: 6.70 eV

Atoms and positions in Å:
C 0.8457 -0.0909 0.5049
N 0.4895 0.4106 1.8274
C -0.6259 0.0018 2.5070
O -1.1815 0.6540 3.3724
C 0.1240 -1.3651 -0.0661
C -0.9723 -0.9003 -1.0383
S -0.3893 -0.4974 -2.7486
H 0.7291 0.6601 -0.2633
H 1.9138 -0.3736 0.5759
H 0.4951 1.4214 1.8949
H -1.0283 -0.9674 2.1897
H 0.9433 -1.9886 -0.4040
H -0.2853 -2.0268 0.7115
H -1.8715 -1.4804 -0.8262
H -1.4024 0.0411 -0.6520
H 1.2553 2.1355 -1.9921
H 0.2976 1.7720 -3.0129
O 0.6629 2.5941 -2.5801

***

(3)
C19H18N2O4S | the ωB97M-V functional and the def2-TZVPD basis

* highest occupied orbital energy: -8.6 eV
* relative energy (zero: lowest compared OMol25 entry of this formula, charge and spin): 3.914 eV
* LUMO: 0.250 eV
* SMILES string: COc1ccc(Cc2nnc(SCC(=O)c3ccc(OC)cc3)o2)cc1
* orbital gap: 8.83 eV

Atoms and positions in Å:
C 3.6295 -0.4200 2.4693
O 2.4345 -1.1670 2.4435
C 1.2543 -0.4971 2.2948
C 1.1385 0.8763 2.1185
C -0.1133 1.4481 1.9785
C -1.2637 0.6734 1.9972
C -2.6148 1.3286 1.8197
C -2.5569 2.2066 0.6308
N -2.4472 3.4907 0.5862
N -2.3262 3.8477 -0.7105
C -2.3637 2.7488 -1.3947
S -2.1639 2.6010 -3.1011
C -2.7507 0.8910 -3.3994
C -2.3900 -0.1842 -2.3781
O -3.2933 -0.8393 -1.9042
C -0.9780 -0.4461 -2.0727
C 0.0968 0.2617 -2.6206
C 1.3882 -0.0725 -2.2897
C 1.6571 -1.1398 -1.4240
O 2.9613 -1.4038 -1.1971
C 3.3041 -2.5499 -0.4450
C 0.5905 -1.8505 -0.8748
C -0.7011 -1.4933 -1.1901
O -2.5106 1.6584 -0.6115
C -1.1418 -0.6993 2.1640
C 0.1000 -1.2788 2.3209
H 3.6270 0.3095 3.2844
H 4.4258 -1.1437 2.6375
H 3.8011 0.0934 1.5179
H 2.0090 1.5117 2.0908
H -0.1955 2.5182 1.8536
H -3.3843 0.5686 1.6771
H -2.8620 1.9468 2.6843
H -2.3282 0.6284 -4.3705
H -3.8391 0.9263 -3.4777
H -0.0683 1.0750 -3.3094
H 2.2235 0.4695 -2.7044
H 2.9392 -2.4815 0.5828
H 2.9160 -3.4591 -0.9135
H 4.3924 -2.5818 -0.4434
H 0.7620 -2.6749 -0.2025
H -1.5333 -2.0340 -0.7655
H -2.0248 -1.3206 2.1790
H 0.2001 -2.3427 2.4697

***

(4)
C30H54HfN2O7SSi3 | the ωB97M-V functional and the def2-TZVPD basis

* highest occupied orbital energy: -13.3 eV
* LUMO: -5.456 eV
* charge: +2
* orbital gap: 7.87 eV

Atoms and positions in Å:
Hf 0.4139 -0.1859 0.3085
C -1.3624 0.8989 -2.5657
C -1.2885 2.1896 -1.7396
O -1.1675 1.9365 -0.3406
C -2.3896 2.0812 0.3802
C -3.2782 0.8464 0.2139
O -2.4273 -0.2922 0.1573
C -3.1512 -1.4481 -0.2570
C -2.1581 -2.6048 -0.3569
O -0.9499 -2.1604 -0.9685
C -0.9711 -2.2462 -2.3925
C -0.0596 -1.1174 -2.8754
O -0.3197 0.0463 -2.0938
H -1.2043 1.1474 -3.6227
H -2.3421 0.4156 -2.4647
H -2.1615 2.8140 -1.9506
H -0.3899 2.7473 -2.0080
H -2.9238 2.9804 0.0552
H -2.1045 2.2001 1.4232
H -3.8671 0.9116 -0.7127
H -3.9776 0.7623 1.0543
H -3.6209 -1.2474 -1.2347
H -3.9512 -1.6830 0.4539
H -2.5932 -3.4418 -0.9106
H -1.8731 -2.9650 0.6297
H -1.9853 -2.1092 -2.7838
H -0.5991 -3.2252 -2.7144
H -0.1908 -0.9154 -3.9430
H 0.9853 -1.3768 -2.6756
C 1.9147 1.7595 -2.9026
O 1.8185 1.3027 -1.5589
Si 3.2380 1.2805 -0.6327
C 3.9539 3.0410 -0.5479
C 4.5184 0.3302 -1.6859
C 2.4730 0.4666 0.9140
Si 2.4986 1.5910 2.4765
C 4.2660 2.1591 2.8900
C 1.3328 3.0387 1.9941
C 1.8922 0.8505 4.1361
Si 3.2408 -1.2559 1.1393
C 2.9597 -1.9919 2.8671
C 5.0808 -1.6646 0.8810
C 2.5627 -3.1631 -0.7259
H 2.9037 2.1573 -3.1109
H 1.1944 2.5554 -3.0853
H 1.7232 0.9368 -3.5912
H 4.1812 3.4007 -1.5469
H 4.8881 3.0533 -0.0002
H 3.2945 3.7684 -0.0912
H 4.6170 0.7809 -2.6698
H 4.2629 -0.7128 -1.8426
H 5.5027 0.3751 -1.2358
H 4.7406 2.7164 2.0944
H 4.9034 1.3107 3.1182
H 4.2568 2.7972 3.7676
H 1.8732 3.8258 1.4814
H 0.8879 3.5038 2.8676
H 0.5333 2.7017 1.3291
H 2.7265 0.4663 4.7123
H 1.1662 0.0539 4.0419
H 1.4334 1.6290 4.7377
H 3.6604 -1.5517 3.5679
H 3.1168 -3.0660 2.8923
H 1.9612 -1.7948 3.2326
H 5.6741 -1.1114 1.6005
H 5.4736 -1.4390 -0.0983
H 5.2669 -2.7205 1.0632
H 1.6361 -3.6198 -1.0686
H 3.0426 -3.8443 -0.0254
H 3.2339 -2.9905 -1.5717
C 0.1851 -6.7791 6.7626
C 0.1134 -5.8532 5.5932
C 0.6140 -4.5556 5.6816
C 0.6658 -3.7311 4.5739
C 0.1935 -4.1821 3.3446
C -0.3575 -5.4528 3.2598
C -0.4141 -6.2703 4.3756
S 0.6454 -3.3891 1.7589
O 2.2516 -1.9196 -0.0974
O -0.0802 -4.1628 0.7556
N -0.0620 -1.7967 1.6871
C -0.7519 -1.1144 2.6133
C -1.4801 -1.6594 3.6899
C -2.0584 -0.8195 4.6046
C -1.9248 0.5633 4.4497
C -1.2615 1.0313 3.3438
N -0.7036 0.2370 2.4139
H 1.1867 -6.7601 7.1901
H -0.0515 -7.7976 6.4705
H -0.5054 -6.4786 7.5504
H 0.9980 -4.2055 6.6285
H 1.0718 -2.7395 4.6817
H -0.7084 -5.7998 2.3000
H -0.8408 -7.2556 4.2856
H -1.5681 -2.7284 3.7817
H -2.6027 -1.2229 5.4417
H -2.3358 1.2462 5.1725
H -1.1240 2.0932 3.1992

***

(5)
C8H24O2SbSi | the ωB97M-V functional and the def2-TZVPD basis

* highest occupied orbital energy: -3.8 eV
* LUMO: 3.257 eV
* charge: -1
* orbital gap: 7.04 eV

Atoms and positions in Å:
C -2.8138 1.7512 -0.0889
C -2.4797 1.9587 1.3732
C -0.9722 2.2100 1.6044
O -0.3620 1.4500 2.5975
Sb -0.1964 -0.6104 2.3375
C 1.9063 -0.3873 1.6887
C 2.1191 0.3365 0.3717
O 2.4187 -0.5297 -0.7226
Si 1.1780 -1.0498 -1.7062
C -0.0348 0.2988 -2.1826
C 0.3393 -2.5740 -0.9892
C 2.0219 -1.6061 -3.3017
H -2.5977 2.6437 -0.6643
H -3.8691 1.5395 -0.2388
H -2.2528 0.9230 -0.5098
H -3.0183 2.8533 1.6761
H -2.8520 1.1518 1.9870
H -0.4691 2.1329 0.6291
H -0.8692 3.2543 1.9088
H 0.3802 -0.6808 4.0092
H -1.8426 -0.7890 2.9255
H -0.7399 -0.3949 0.6782
H -0.0795 -2.3728 2.1840
H 2.3058 -1.3916 1.5872
H 2.4523 0.0842 2.4926
H 1.2486 0.9636 0.1724
H 2.9618 1.0144 0.4691
H -0.9259 -0.1849 -2.5672
H 0.3683 0.9385 -2.9571
H -0.3502 0.9315 -1.3597
H 0.6757 -2.7547 0.0229
H -0.7366 -2.4669 -1.0121
H 0.6307 -3.4369 -1.5772
H 2.6424 -2.4688 -3.0920
H 2.5813 -0.8092 -3.7732
H 1.2314 -1.9277 -3.9723

***

(6)
C32H34BF4NO2S | the ωB97M-V functional and the def2-TZVPD basis

* highest occupied orbital energy: -6.9 eV
* relative energy (zero: lowest compared OMol25 entry of this formula, charge and spin): 0.000 eV
* LUMO: 0.454 eV
* SMILES string: CC1(C)OB(C(c2cc(F)cc(F)c2)c2cc(F)cc(F)c2)OC1(C)C.Cc1ccc(-c2ccc(N(C)C)cc2)s1
* orbital gap: 7.32 eV

Atoms and positions in Å:
C 0.9563 4.6355 -0.7340
C 0.9874 3.3017 -0.0272
C 0.4766 3.4624 1.4033
O 0.0702 2.4592 -0.7793
B 0.7384 1.2966 -1.0382
C 0.1040 -0.0865 -1.4752
C -1.2282 0.1099 -2.1572
C -1.5441 1.3029 -2.8243
C -2.8175 1.4404 -3.3861
F -3.1635 2.6667 -3.9149
C -3.7651 0.4231 -3.3905
C -3.3549 -0.7891 -2.8602
F -4.2282 -1.8540 -2.8631
C -2.1028 -0.9772 -2.2752
C 1.1624 -0.5103 -2.4815
C 2.2696 -1.3172 -2.1241
C 3.3943 -1.3097 -2.9479
F 4.5411 -1.9321 -2.5042
C 3.4624 -0.6183 -4.1551
C 2.2976 0.0341 -4.5441
F 2.2879 0.7742 -5.7100
C 1.1460 0.0548 -3.7702
O 1.9815 1.1670 -0.4281
C 2.3655 2.5010 -0.0876
C 3.2646 3.0164 -1.1917
C 3.1995 2.4351 1.1742
H 1.6540 5.3450 -0.2809
H 1.1880 4.5228 -1.7963
H -0.0522 5.0508 -0.6506
H 1.0943 4.1941 1.9472
H -0.5533 3.8327 1.3729
H 0.4977 2.5011 1.9268
H 0.0257 -0.8017 -0.6549
H -0.8081 2.0827 -2.9903
H -4.7508 0.5661 -3.8296
H -1.7884 -1.9526 -1.9068
H 2.2461 -1.8964 -1.1976
H 4.3519 -0.5864 -4.7635
H 0.2627 0.5660 -4.1523
H 3.6377 4.0131 -0.9409
H 4.1220 2.3457 -1.2986
H 2.7391 3.0590 -2.1512
H 3.4694 3.4455 1.4994
H 2.6969 1.8958 1.9861
H 4.1260 1.9047 0.9320
C 1.5203 1.2213 5.9523
C 0.6682 0.7991 4.8221
C -0.5954 1.3049 4.5269
C -1.2150 0.6608 3.4282
C -0.4247 -0.3284 2.8509
C -0.8052 -1.2498 1.8300
C 0.0383 -2.3201 1.4463
C -0.5327 -3.4695 0.9340
C -1.9376 -3.5236 0.7772
N -2.5761 -4.7273 0.7485
C -4.0003 -4.7856 1.0282
C -1.7995 -5.9477 0.8084
C -2.7047 -2.3195 0.7969
C -2.1368 -1.1858 1.3197
S 1.1226 -0.4390 3.7145
H 0.8975 1.6487 6.7485
H 2.0545 0.3546 6.3619
H 2.2496 1.9828 5.6371
H -1.0608 2.0798 5.1259
H -2.2442 0.8645 3.1165
H 1.1054 -2.2484 1.6115
H 0.0931 -4.3553 0.7766
H -4.2243 -4.3373 2.0096
H -4.5715 -4.2481 0.2666
H -4.3233 -5.8271 1.0415
H -1.1816 -6.0416 -0.0902
H -1.1393 -5.9543 1.6878
H -2.4760 -6.8007 0.8725
H -3.7494 -2.3148 0.4802
H -2.7108 -0.2671 1.4114